No. 1
This record from OMol25 describes a 2-piece molecular cluster, C20H23F2N2O overall. The level of theory is ωB97M-V/def2-TZVPD.

Output
DFT total energy   -1160.103414 hartree
HOMO level   -0.4570 Ha
Gap between HOMO and LUMO   8.084 eV

```
! wB97M-V def2-TZVPD RIJCOSX def2/J DEFGRID3
* xyz 1 1
F 2.17 -6.35 -0.74
C 1.89 -5.01 -0.86
C 2.82 -4.08 -0.40
C 2.45 -2.74 -0.39
C 1.16 -2.31 -0.80
C 0.80 -0.90 -0.61
C 0.25 -0.06 -1.71
C 0.77 1.25 -1.83
C 0.27 2.15 -2.78
C -0.82 1.74 -3.55
F -1.41 2.66 -4.38
C -1.37 0.47 -3.45
C -0.87 -0.42 -2.49
C 0.29 -3.28 -1.30
C 0.65 -4.63 -1.37
H 3.77 -4.42 0.03
H 3.16 -1.99 -0.04
H 1.58 -0.40 -0.05
H 1.61 1.55 -1.18
H 0.68 3.17 -2.85
H -2.24 0.19 -4.05
H -1.34 -1.39 -2.35
H -0.70 -2.98 -1.65
H -0.07 -5.38 -1.72
C 0.67 4.19 0.70
N -0.22 3.08 0.94
C -1.64 3.43 1.02
C 0.27 1.86 1.29
C -0.77 0.76 1.40
C -1.38 0.69 2.80
C -1.04 -0.72 3.35
C -0.47 -1.50 2.18
N -0.27 -0.58 1.04
O 1.47 1.64 1.42
H 1.71 3.86 0.66
H 0.41 4.67 -0.26
H 0.56 4.97 1.47
H -2.28 2.55 0.87
H -1.89 3.88 2.01
H -1.86 4.16 0.22
H -1.52 0.97 0.64
H -1.06 1.50 3.49
H -2.48 0.77 2.69
H -0.31 -0.62 4.16
H -1.93 -1.19 3.80
H 0.49 -1.90 2.47
H -1.10 -2.35 1.92
H -0.88 -0.98 0.24
*
```

---

No. 2
This record from OMol25 describes a 9-piece molecular cluster, C36H72O14 overall. The level of theory is ωB97M-V/def2-TZVPD.

Output
DFT total energy   -2468.175752 hartree
HOMO level   -0.3432 Ha
Gap between HOMO and LUMO   9.935 eV

```
! wB97M-V def2-TZVPD RIJCOSX def2/J DEFGRID3
* xyz 0 1
C -6.64 -10.37 22.16
C -6.46 -11.82 22.63
C -6.71 -12.64 21.34
O -7.28 -11.73 20.37
C -7.66 -10.52 21.06
H -5.74 -10.09 21.65
H -6.95 -9.58 22.88
H -7.12 -12.15 23.40
H -5.46 -12.01 22.93
H -7.47 -13.49 21.46
H -5.80 -13.01 20.86
H -8.69 -10.56 21.39
H -7.66 -9.73 20.29
C -8.31 -5.90 24.94
C -8.51 -4.73 24.02
C -7.43 -4.92 22.91
O -7.26 -6.39 22.86
C -7.18 -6.70 24.26
H -9.19 -6.52 25.06
H -8.04 -5.69 25.99
H -8.37 -3.81 24.48
H -9.49 -4.70 23.54
H -6.41 -4.47 23.08
H -7.86 -4.61 21.93
H -6.19 -6.33 24.64
H -7.33 -7.77 24.31
C -12.08 -3.62 19.27
C -11.25 -4.48 18.32
C -9.86 -4.68 19.11
O -10.05 -4.15 20.46
C -11.00 -3.11 20.30
H -12.80 -4.23 19.84
H -12.58 -2.73 18.80
H -11.12 -4.03 17.40
H -11.67 -5.43 18.21
H -9.00 -4.14 18.67
H -9.59 -5.77 19.22
H -10.48 -2.21 19.85
H -11.41 -2.73 21.27
C -11.42 -10.40 17.38
C -10.42 -9.54 18.20
C -10.74 -8.08 17.72
O -12.00 -8.19 17.01
C -11.95 -9.44 16.31
H -12.25 -10.68 17.95
H -10.90 -11.24 16.86
H -9.39 -9.88 18.05
H -10.53 -9.69 19.28
H -9.99 -7.65 17.10
H -10.91 -7.53 18.65
H -11.24 -9.31 15.48
H -12.98 -9.63 15.97
O -13.31 -6.96 21.08
C -13.10 -8.11 20.84
O -12.01 -8.82 21.24
C -10.96 -8.08 21.94
C -11.37 -7.92 23.48
C -13.95 -8.88 19.90
H -11.05 -7.03 21.61
H -10.09 -8.61 21.66
H -11.31 -8.73 24.14
H -12.43 -7.61 23.44
H -10.79 -7.04 23.87
H -13.68 -8.62 18.88
H -15.02 -8.64 20.09
H -13.84 -9.99 20.07
O -12.29 -12.83 19.53
C -11.36 -13.57 19.39
O -11.10 -14.30 18.37
C -12.01 -14.31 17.24
C -13.20 -15.21 17.47
C -10.30 -13.80 20.45
H -11.36 -14.65 16.41
H -12.45 -13.32 16.90
H -13.77 -14.81 18.31
H -12.79 -16.18 17.80
H -13.86 -15.31 16.61
H -10.57 -13.44 21.43
H -9.42 -13.29 20.21
H -10.01 -14.85 20.43
O -12.02 -13.48 12.54
C -11.33 -12.62 13.03
O -11.63 -11.29 12.94
C -12.82 -10.92 12.29
C -12.96 -9.41 12.45
C -10.02 -12.81 13.77
H -13.62 -11.44 12.76
H -12.89 -11.22 11.21
H -13.97 -9.06 12.11
H -12.18 -8.90 11.91
H -12.90 -9.16 13.52
H -9.19 -12.69 13.04
H -9.98 -13.83 14.12
H -9.96 -12.04 14.51
O -7.96 -6.96 18.31
C -6.80 -6.72 18.07
O -6.42 -5.95 17.04
C -7.49 -5.31 16.25
C -6.96 -4.03 15.62
C -5.68 -7.22 18.89
H -8.33 -5.11 16.92
H -7.86 -6.00 15.56
H -6.19 -3.61 16.16
H -7.81 -3.36 15.61
H -6.60 -4.18 14.63
H -6.05 -8.07 19.40
H -5.30 -6.38 19.54
H -4.86 -7.55 18.27
O -6.95 -9.70 17.15
C -7.07 -10.15 16.04
O -7.60 -11.41 15.81
C -7.74 -12.36 16.93
C -6.30 -12.70 17.31
C -6.89 -9.35 14.76
H -8.39 -13.19 16.65
H -8.25 -11.72 17.69
H -6.34 -13.54 17.98
H -5.83 -11.86 17.66
H -5.86 -13.11 16.44
H -6.96 -8.27 14.98
H -7.63 -9.58 14.03
H -5.87 -9.48 14.34
*
```

---

No. 3
This record from OMol25 describes C6H10Si as an isolated structure. The level of theory is ωB97M-V/def2-TZVPD.

Output
DFT total energy   -523.980700 hartree
HOMO level   -0.3025 Ha
Gap between HOMO and LUMO   8.899 eV

```
! wB97M-V def2-TZVPD RIJCOSX def2/J DEFGRID3
* xyz 0 1
C 0.91 -1.56 -0.81
C 0.61 -2.01 0.45
C -2.25 2.02 -0.57
C -1.53 0.93 -0.23
C 1.34 -0.17 -0.97
C 0.71 -1.03 1.59
Si 0.31 0.90 0.31
H 0.51 -2.19 -1.61
H 0.20 -2.96 0.76
H -3.40 2.00 -0.72
H -1.67 2.85 -0.75
H -1.95 -0.08 0.00
H 2.47 -0.16 -0.87
H 1.01 0.15 -1.93
H -0.07 -1.25 2.16
H 1.53 -0.84 2.15
H 1.03 2.02 0.79
*
```

---

No. 4
This record from OMol25 describes a 9-piece molecular cluster, C39H80ClN3O20PS8 overall. The level of theory is ωB97M-V/def2-TZVPD.

Output
DFT total energy   -7190.149437 hartree
HOMO level   -0.1825 Ha
Gap between HOMO and LUMO   6.503 eV

```
! wB97M-V def2-TZVPD RIJCOSX def2/J DEFGRID3
* xyz -1 1
C 5.74 -5.90 2.37
C 4.50 -5.54 1.54
N 3.32 -5.57 2.36
P 1.79 -5.50 1.49
N 2.14 -3.67 1.06
C 1.22 -3.11 0.53
O 0.34 -2.44 0.10
O 1.25 -7.08 1.95
C 0.09 -7.07 2.72
N -1.10 -7.33 1.93
C 0.11 -5.70 3.51
Cl 0.66 -6.19 5.26
C -1.20 -4.90 3.79
O -2.21 -4.98 2.81
C -2.03 -4.06 1.75
O 1.01 -4.85 2.98
H 5.87 -5.12 3.13
H 5.59 -6.86 2.86
H 6.65 -5.89 1.76
H 4.43 -6.28 0.74
H 4.71 -4.57 1.07
H 3.34 -4.84 3.06
H 2.36 -6.03 0.31
H 0.50 -5.35 0.88
H 0.08 -7.84 3.49
H -1.20 -6.66 1.18
H -1.00 -8.24 1.50
H -0.87 -3.86 3.87
H -1.64 -5.16 4.76
H -1.62 -3.10 2.07
H -2.96 -3.86 1.21
H -1.34 -4.50 1.02
C 0.10 2.40 -0.11
C 0.41 1.04 -0.75
C -0.82 0.14 -0.56
S -2.23 1.26 -0.48
O -2.82 1.18 0.84
O -3.04 1.10 -1.67
C -1.30 2.78 -0.60
H 0.84 3.15 -0.38
H 0.10 2.31 0.98
H 0.61 1.18 -1.81
H 1.29 0.58 -0.31
H -0.96 -0.55 -1.38
H -0.78 -0.41 0.38
H -1.78 3.55 -0.01
H -1.28 3.07 -1.65
C 4.88 1.25 0.70
C 3.68 0.82 1.55
C 3.44 -0.67 1.29
S 5.03 -1.36 0.85
O 4.98 -1.80 -0.52
O 5.49 -2.23 1.90
C 5.95 0.18 0.92
H 5.24 2.24 0.98
H 4.59 1.28 -0.35
H 3.90 0.98 2.61
H 2.79 1.41 1.31
H 3.06 -1.18 2.17
H 2.78 -0.84 0.45
H 6.73 0.17 0.16
H 6.39 0.26 1.91
C 1.89 -2.89 7.06
C 1.97 -1.53 7.76
C 3.05 -0.71 7.05
S 3.10 -1.32 5.35
O 4.39 -1.92 5.14
O 2.61 -0.29 4.46
C 1.87 -2.60 5.56
H 1.01 -3.45 7.36
H 2.77 -3.49 7.31
H 1.00 -1.02 7.67
H 2.19 -1.63 8.82
H 2.82 0.36 7.03
H 4.03 -0.87 7.48
H 2.12 -3.46 4.94
H 0.91 -2.18 5.25
C 4.84 4.99 -3.16
C 3.71 6.03 -3.09
C 2.70 5.54 -2.04
S 3.65 4.55 -0.87
O 3.19 3.19 -0.96
O 3.72 5.23 0.40
C 5.22 4.69 -1.72
H 5.69 5.36 -3.72
H 4.48 4.08 -3.65
H 4.12 6.99 -2.78
H 3.23 6.17 -4.05
H 2.23 6.36 -1.50
H 1.94 4.89 -2.48
H 5.77 3.76 -1.59
H 5.76 5.51 -1.26
C -5.83 -0.80 0.32
C -7.18 -1.02 1.02
C -7.59 -2.48 0.78
S -6.05 -3.40 0.56
O -6.01 -3.89 -0.80
O -5.86 -4.28 1.68
C -4.96 -1.99 0.70
H -5.37 0.14 0.62
H -5.98 -0.77 -0.76
H -7.06 -0.85 2.09
H -7.94 -0.34 0.66
H -8.13 -2.91 1.62
H -8.17 -2.59 -0.14
H -4.11 -2.13 0.04
H -4.63 -1.93 1.73
C -3.32 3.21 -6.89
C -3.70 1.94 -6.12
C -3.09 2.04 -4.72
S -2.97 3.79 -4.35
O -1.58 4.16 -4.25
O -3.91 4.14 -3.32
C -3.60 4.37 -5.93
H -3.88 3.31 -7.81
H -2.26 3.19 -7.14
H -4.79 1.87 -6.04
H -3.35 1.04 -6.63
H -3.70 1.57 -3.96
H -2.08 1.63 -4.69
H -3.09 5.30 -6.20
H -4.67 4.54 -5.82
C -6.10 -1.65 -9.73
C -5.62 -3.00 -9.19
C -4.35 -2.75 -8.38
S -4.48 -1.06 -7.76
O -3.44 -0.28 -8.38
O -4.66 -1.08 -6.33
C -6.03 -0.68 -8.56
H -7.11 -1.71 -10.14
H -5.44 -1.32 -10.53
H -6.39 -3.43 -8.54
H -5.44 -3.72 -9.99
H -4.25 -3.42 -7.53
H -3.45 -2.80 -9.00
H -6.04 0.37 -8.85
H -6.83 -0.87 -7.83
C 1.25 7.17 4.99
C 1.65 6.06 4.01
C 2.35 6.72 2.82
S 3.10 8.23 3.46
O 2.45 9.37 2.85
O 4.53 8.11 3.46
C 2.48 8.06 5.13
H 0.94 6.76 5.96
H 0.42 7.74 4.58
H 2.34 5.36 4.50
H 0.79 5.48 3.68
H 3.13 6.10 2.39
H 1.64 7.01 2.04
H 2.27 9.04 5.54
H 3.26 7.57 5.72
*
```

---

No. 5
This record from OMol25 describes C11H23BrNO2P2Tc as an isolated structure. The level of theory is ωB97M-V/def2-TZVPD.

Output
DFT total energy   -3974.497191 hartree
HOMO level (spin up / spin down)   -0.6810 / -0.6810 Ha
Gap between HOMO and LUMO (spin up / spin down)   6.170 / 2.853 eV
<S²>   3.796

```
! wB97M-V def2-TZVPD RIJCOSX def2/J DEFGRID3
* xyz 3 4
Tc 0.62 -1.77 -0.47
P 1.14 -1.05 1.57
C 2.02 0.54 1.25
C 1.74 1.10 -0.13
N 1.23 0.21 -1.03
C 0.71 0.65 -2.19
C 1.22 1.83 -2.76
C 2.07 2.64 -1.99
C 2.24 2.31 -0.64
C -0.33 -0.23 -2.81
P -1.27 -1.19 -1.50
H 2.74 2.98 0.07
H 1.06 2.01 -3.81
H 2.53 3.55 -2.41
H -1.07 0.38 -3.33
H 0.15 -0.96 -3.47
H 2.07 1.25 2.09
H 3.11 0.32 1.24
H -1.35 3.52 1.99
O -1.84 4.06 2.66
H -1.10 3.96 3.28
H -3.20 -0.50 2.03
O -4.17 -0.61 2.00
H -4.39 0.26 2.40
C -2.74 -0.10 -1.42
H -3.03 0.16 -2.46
H -3.59 -0.61 -0.95
H -2.57 0.83 -0.85
C -2.03 -2.50 -2.46
H -2.80 -2.93 -1.83
H -2.48 -2.05 -3.35
H -1.28 -3.25 -2.70
C 2.82 -1.72 1.93
H 3.24 -1.06 2.69
H 2.84 -2.74 2.27
H 3.42 -1.62 1.02
C 0.50 -0.91 3.27
H 0.45 -1.88 3.77
H 1.18 -0.29 3.87
H -0.48 -0.44 3.34
Br 0.63 -4.16 -0.18
*
```

---

No. 6
This record from OMol25 describes C29H46P2SeY as an isolated structure. The level of theory is ωB97M-V/def2-TZVPD.

Output
DFT total energy   -4254.732394 hartree
HOMO level   -0.3645 Ha
Gap between HOMO and LUMO   5.559 eV

```
! wB97M-V def2-TZVPD RIJCOSX def2/J DEFGRID3
* xyz 1 1
Y -1.52 0.66 0.55
C -2.52 1.78 2.44
C -1.52 2.71 1.85
C -3.19 2.20 0.18
C -3.52 1.44 1.41
C -1.95 2.99 0.44
C -2.55 1.37 3.84
H -1.55 1.33 4.28
H -3.03 0.39 3.97
H -3.14 2.10 4.41
C -4.68 0.58 1.57
H -4.61 -0.04 2.48
H -4.79 -0.10 0.71
H -5.59 1.19 1.65
C -3.98 2.26 -1.02
H -4.81 2.95 -0.86
H -4.40 1.26 -1.27
H -3.40 2.58 -1.89
C -1.34 3.94 -0.47
H -1.80 4.93 -0.31
H -1.50 3.67 -1.53
H -0.27 4.05 -0.30
C -0.46 3.38 2.54
H -0.83 4.37 2.86
H 0.43 3.56 1.91
H -0.13 2.84 3.44
C -0.67 -1.33 1.16
C -0.37 -0.48 2.23
C 0.97 0.12 2.48
C 1.64 0.66 1.21
C 0.73 1.25 0.20
C 0.20 0.53 -0.90
C 0.47 -0.91 -1.12
C 0.30 -1.80 0.13
H 1.59 -0.67 2.96
H 2.24 -0.13 0.72
H 0.89 0.93 3.23
H 1.28 -1.94 0.62
H -1.64 -1.87 1.21
H -1.08 -0.47 3.06
H -0.02 -2.82 -0.19
H -0.23 -1.29 -1.92
H -0.19 1.11 -1.75
H 1.48 -1.00 -1.54
H 2.38 1.45 1.49
H 0.70 2.34 0.13
P 4.73 -1.74 -0.06
C 4.42 -3.56 0.10
C 6.17 -1.59 1.09
P 5.43 -0.15 -2.61
C 5.66 -1.75 -1.68
C 7.12 0.56 -2.36
C 5.63 -0.80 -4.33
H 3.67 -3.87 -0.65
H 4.00 -3.77 1.10
H 5.33 -4.15 -0.04
H 6.93 -2.35 0.90
H 5.82 -1.68 2.13
H 6.62 -0.59 0.97
H 6.56 -1.37 -4.46
H 5.64 0.05 -5.04
H 4.77 -1.44 -4.58
H 5.28 -2.60 -2.29
H 6.73 -1.90 -1.50
H 7.23 1.46 -2.99
H 7.91 -0.15 -2.62
H 7.24 0.87 -1.31
Se -2.63 -0.56 -1.84
C -4.31 -1.28 -1.52
C -5.44 -0.84 -2.29
C -6.70 -1.35 -2.09
C -6.92 -2.34 -1.12
C -5.85 -2.81 -0.37
C -4.58 -2.31 -0.55
H -5.26 -0.07 -3.05
H -7.54 -0.98 -2.70
H -7.93 -2.74 -0.97
H -6.02 -3.59 0.39
H -3.73 -2.67 0.04
*
```

---

Question: DFT total energy of number 3 (C6H10Si)?
Answer: -523.980700 hartree